Entry 1:
ORCA calculation (the ωB97M-V functional and the def2-TZVPD basis) on a molecular structure, C4H12O2Sn at a distorted geometry.

The geometry in XYZ format:
```
19
Properties=species:S:1:pos:R:3:forces:R:3
Sn 20.93644 -15.94046 -9.76728 -0.68 -0.68 -0.88
C 18.91597 -14.94384 -14.32067 0.53 1.04 -0.24
C 18.90004 -14.57334 -12.85841 -0.74 0.90 -0.69
O 19.14741 -15.75224 -12.16499 0.59 -1.30 2.12
H 19.92746 -15.29897 -14.51783 -0.13 -0.04 -0.48
H 18.67693 -14.07061 -14.92763 0.22 -0.02 -0.18
H 18.18986 -15.70892 -14.59548 -0.04 -0.10 0.33
H 17.95156 -14.11944 -12.57123 -0.25 -0.12 0.12
H 19.65050 -13.85875 -12.52034 0.27 0.01 -0.53
H 18.43829 -16.35838 -12.39156 0.02 -0.32 0.14
C 22.25033 -19.65203 -10.92867 0.15 -0.50 -0.78
C 20.78437 -19.82856 -10.67244 1.06 -2.45 1.33
O 20.13863 -18.63258 -10.78141 -1.33 2.72 -0.34
H 22.71579 -18.76940 -10.49003 -0.28 0.16 0.13
H 22.31532 -19.59828 -12.01541 0.65 0.20 0.00
H 22.82275 -20.51123 -10.57907 -0.08 -0.03 -0.11
H 20.58960 -20.26126 -9.69115 0.16 0.03 0.39
H 20.35426 -20.56708 -11.34895 0.15 0.04 -0.40
H 19.21688 -18.84667 -10.94304 -0.28 0.45 0.07
```
Positions in Å, forces in eV/Å.

Properties
- spin multiplicity = 2
- energy (eV) = -14260.1009
- gap between HOMO and LUMO (spin up / spin down) (eV) = 6.192 / 8.621
- F_max (hartree/bohr) = 0.0592
- charge = +1

Mulliken analysis output, partial charges in e:
1. Sn 0.838
2. C -1.138
3. C -0.213
4. O -0.390
5. H 0.290
6. H 0.346
7. H 0.388
8. H 0.267
9. H 0.281
10. H 0.251
11. C -0.942
12. C -0.269
13. O -0.388
14. H 0.211
15. H 0.269
16. H 0.339
17. H 0.315
18. H 0.282
19. H 0.262

Entry 2:
ORCA calculation (the ωB97M-V functional and the def2-TZVPD basis) on 2 unconnected molecules or ions with the total composition C4H12O3 at a distorted geometry.

The geometry in XYZ format:
```
19
Properties=species:S:1:pos:R:3:forces:R:3
O 1.05825 -1.42646 3.07353 -0.50 0.59 -1.18
C 0.26759 -0.42677 2.39207 -0.02 1.26 -0.89
C 0.65076 -0.35728 0.84966 2.74 -0.27 0.89
C -0.43960 -0.62624 -0.14665 -0.25 0.06 -0.86
C -1.09734 0.57050 -0.79360 -3.96 -0.88 -0.21
O -1.69041 1.47568 0.19887 0.48 -3.39 0.12
H 0.85146 -1.41800 4.00512 -0.19 0.13 0.33
H 0.37412 0.57633 2.83400 0.66 -0.23 0.04
H -0.82352 -0.52661 2.49388 0.18 -0.90 -0.13
H 1.35428 0.55044 0.55824 -1.68 -1.53 0.77
H 1.32822 -1.24002 0.69326 -0.27 0.75 0.53
H 0.01724 -1.14710 -1.03241 -0.58 -0.02 0.85
H -1.19985 -1.26960 0.35201 0.41 0.30 -0.64
H -0.46478 1.11782 -1.49322 0.11 -0.06 0.13
H -2.06142 0.09668 -1.40120 2.49 1.33 1.03
H -1.52796 2.31792 -0.11112 0.37 2.87 -0.81
O 1.08183 0.50965 -4.79374 0.26 -0.25 0.91
H 0.86429 1.42866 -4.57257 0.17 -0.46 0.07
H 1.40214 0.08120 -3.96417 -0.42 0.71 -0.97
```
Positions in Å, forces in eV/Å.

Properties
- energy (eV) = -10483.4643
- energy relative to the best compared isomer or geometry (same formula, charge and spin) (eV) = 1.6747
- gap between HOMO and LUMO (eV) = 10.757
- F_max (hartree/bohr) = 0.0789
- charge = 0
- SMILES = OCCCCO.O

Mulliken analysis output, partial charges in e:
1. O -0.516
2. C -0.464
3. C -0.415
4. C -0.544
5. C -0.431
6. O -0.487
7. H 0.295
8. H 0.267
9. H 0.351
10. H 0.266
11. H 0.284
12. H 0.262
13. H 0.283
14. H 0.381
15. H 0.187
16. H 0.282
17. O -0.641
18. H 0.318
19. H 0.322

Entry 3:
ORCA calculation (the ωB97M-V functional and the def2-TZVPD basis) on 3 unconnected molecules or ions with the total composition C4H12O3 at a distorted geometry.

The geometry in XYZ format:
```
19
Properties=species:S:1:pos:R:3:forces:R:3
C 2.04795 1.55379 -0.24991 0.72 -1.48 0.44
C 0.94868 0.61049 0.16185 -0.55 1.16 0.07
C -0.33328 0.95457 0.24926 0.71 -0.81 0.71
C -1.41212 -0.06565 0.48123 -1.04 0.41 -1.53
O -2.67947 0.53128 0.74129 0.03 -0.20 0.67
H 2.94386 1.24639 0.29428 0.14 0.26 0.15
H 2.30662 1.28516 -1.27700 -0.08 0.58 -0.21
H 1.90902 2.61377 -0.07266 -0.40 0.04 -0.26
H 1.24484 -0.41051 0.37038 0.05 -0.14 -0.33
H -0.61693 1.99943 0.21010 -0.19 0.01 -0.32
H -1.25921 -0.79253 1.24099 0.44 -0.14 1.19
H -1.51392 -0.70844 -0.40853 0.14 0.28 -0.20
H -2.96199 1.03448 -0.01883 0.01 0.13 -0.34
O 0.52134 -2.60531 2.06559 0.05 0.07 -0.03
H 0.35318 -2.31196 1.16472 -0.01 -0.10 -0.03
H 1.02052 -1.88043 2.45622 -0.02 -0.03 0.06
O 0.61505 -0.44234 -2.84989 0.11 0.07 -0.37
H 0.32056 -0.97141 -3.59894 -0.10 -0.15 0.11
H 1.15725 0.23013 -3.28050 -0.03 0.04 0.23
```
Positions in Å, forces in eV/Å.

Properties
- energy (eV) = -10483.7659
- energy relative to the best compared isomer or geometry (same formula, charge and spin) (eV) = 1.3731
- gap between HOMO and LUMO (eV) = 9.692
- F_max (hartree/bohr) = 0.0368
- charge = 0
- SMILES = C/C=C/CO.O.O

Mulliken analysis output, partial charges in e:
1. C -1.226
2. C -0.160
3. C 0.132
4. C -0.433
5. O -0.564
6. H 0.335
7. H 0.205
8. H 0.357
9. H 0.099
10. H 0.341
11. H 0.345
12. H 0.236
13. H 0.310
14. O -0.642
15. H 0.318
16. H 0.343
17. O -0.583
18. H 0.290
19. H 0.298

Entry 4:
ORCA calculation (the ωB97M-V functional and the def2-TZVPD basis) on 2 unconnected molecules or ions with the total composition C4H12O3 at a distorted geometry.

The geometry in XYZ format:
```
19
Properties=species:S:1:pos:R:3:forces:R:3
O 1.01294 -1.52789 3.01049 -0.09 -0.04 0.25
C 0.28705 -0.47553 2.36046 0.98 0.56 -0.12
C 0.62494 -0.46280 0.84321 -0.60 1.19 0.88
C -0.55678 -0.62206 -0.10333 -0.42 -2.22 -0.55
C -1.09777 0.61025 -0.77644 -0.98 0.02 1.35
O -1.60415 1.43565 0.31340 0.51 0.07 -0.46
H 1.05076 -1.27523 3.94616 0.05 -0.35 -0.40
H 0.71277 0.45420 2.77874 -0.80 -0.06 -0.04
H -0.77641 -0.59534 2.56331 -0.10 0.28 -0.09
H 0.97472 0.56915 0.61654 0.59 -0.82 0.19
H 1.39791 -1.23026 0.77400 0.03 0.26 -0.60
H -0.31921 -1.40527 -0.84729 0.08 0.54 -0.15
H -1.41242 -1.10466 0.38982 0.11 0.26 0.29
H -0.31619 1.14957 -1.30757 -0.11 0.02 -0.38
H -2.00044 0.35056 -1.36663 0.91 0.12 -0.31
H -1.49339 2.34828 0.03953 -0.16 0.16 0.13
O 1.05764 0.43499 -4.76755 0.24 -0.29 0.43
H 0.95848 1.33126 -4.45053 -0.16 0.47 -0.13
H 1.49955 0.01514 -4.01631 -0.07 -0.18 -0.29
```
Positions in Å, forces in eV/Å.

Properties
- energy (eV) = -10484.0057
- energy relative to the best compared isomer or geometry (same formula, charge and spin) (eV) = 1.1333
- gap between HOMO and LUMO (eV) = 10.735
- F_max (hartree/bohr) = 0.0453
- charge = 0
- SMILES = OCCCCO.O

Mulliken analysis output, partial charges in e:
1. O -0.536
2. C -0.377
3. C -0.474
4. C -0.810
5. C -0.436
6. O -0.507
7. H 0.310
8. H 0.249
9. H 0.301
10. H 0.214
11. H 0.405
12. H 0.343
13. H 0.363
14. H 0.392
15. H 0.273
16. H 0.292
17. O -0.631
18. H 0.313
19. H 0.317

Entry 5:
ORCA calculation (the ωB97M-V functional and the def2-TZVPD basis) on 3 unconnected molecules or ions with the total composition C4H12O3 at a distorted geometry.

The geometry in XYZ format:
```
19
Properties=species:S:1:pos:R:3:forces:R:3
C -0.27402 -0.64089 -0.69381 -0.35 -0.42 -2.08
C 1.07179 -0.05657 -0.30779 0.43 -0.25 2.13
C 1.24133 1.39033 -0.75985 1.51 1.16 0.20
C 2.25831 -0.97656 -0.72456 -1.89 1.58 -1.38
O 2.88681 -0.66188 -1.70032 0.85 -0.79 0.33
H -0.63266 -1.39008 0.00956 -0.27 0.20 -0.24
H -0.23937 -1.09670 -1.70753 0.44 -0.38 0.55
H -0.99711 0.13722 -0.99408 0.07 -0.10 1.21
H 1.11915 -0.15444 0.81562 -0.13 0.60 -0.76
H 1.17169 2.18405 0.01430 0.33 -0.95 0.26
H 0.52189 1.81761 -1.43945 -0.46 -0.72 -0.77
H 2.24145 1.49462 -1.23923 -0.73 0.11 0.27
H 2.35735 -1.93481 -0.19389 0.29 -0.07 0.10
O -2.28239 1.47941 1.11474 0.28 -1.45 0.30
H -2.39548 1.61587 0.17595 -0.10 0.66 0.02
H -2.32716 2.26926 1.63829 -0.14 0.74 -0.27
O -2.21188 -1.98581 1.81905 0.19 -0.72 0.64
H -1.73352 -2.31860 2.60255 -0.35 0.33 -0.60
H -1.77619 -1.17203 1.57045 0.03 0.48 0.09
```
Positions in Å, forces in eV/Å.

Properties
- energy (eV) = -10483.9884
- energy relative to the best compared isomer or geometry (same formula, charge and spin) (eV) = 1.1506
- gap between HOMO and LUMO (eV) = 10.300
- F_max (hartree/bohr) = 0.0549
- charge = 0
- SMILES = CC(C)C=O.O.O

Mulliken analysis output, partial charges in e:
1. C -1.272
2. C 0.872
3. C -1.307
4. C -0.155
5. O -0.475
6. H 0.333
7. H 0.369
8. H 0.145
9. H 0.162
10. H 0.287
11. H 0.333
12. H 0.327
13. H 0.385
14. O -0.597
15. H 0.319
16. H 0.301
17. O -0.641
18. H 0.317
19. H 0.296

Entry 6:
ORCA calculation (the ωB97M-V functional and the def2-TZVPD basis) on 3 unconnected molecules or ions with the total composition C4H12O4 at a distorted geometry.

The geometry in XYZ format:
```
20
Properties=species:S:1:pos:R:3:forces:R:3
C 3.85827 -0.15823 0.10194 -1.01 0.03 -1.07
O 4.68482 -1.16999 -0.16266 0.29 -0.39 0.11
C 2.33302 -0.45861 -0.23336 0.63 -1.28 -0.62
C 1.23664 0.45413 0.25936 -0.44 0.64 0.40
C -0.08855 0.28556 -0.51243 0.88 0.27 0.09
O -1.12519 1.02756 0.04917 0.17 0.35 0.11
H 3.82084 0.15534 1.16901 0.23 0.40 0.25
H 4.09363 0.74573 -0.56122 -0.16 0.08 0.70
H 2.15827 -1.50934 0.05996 0.00 0.27 0.69
H 2.26446 -0.64769 -1.32209 0.06 0.76 -0.04
H 1.03958 0.37153 1.33799 -0.01 -0.53 -0.09
H 1.50257 1.52103 0.20015 0.23 -0.07 -0.38
H -0.30541 -0.78303 -0.60652 -0.25 -0.05 0.07
H 0.15580 0.66579 -1.51882 -0.26 -0.19 -0.18
H -3.28364 -0.47268 1.36016 0.01 -0.07 0.12
H -1.97250 0.50525 0.17046 -0.34 -0.20 -0.09
O -3.39434 -0.20210 0.44600 -0.19 -0.08 -0.01
H -4.90383 -0.39010 0.05562 0.43 0.16 -0.12
H -6.19982 0.45708 -0.01797 -0.11 0.53 0.14
O -5.87462 -0.39725 -0.27474 -0.19 -0.63 -0.10
```
Positions in Å, forces in eV/Å.

Properties
- energy (eV) = -12530.7114
- energy relative to the best compared isomer or geometry (same formula, charge and spin) (eV) = 0.0615
- gap between HOMO and LUMO (eV) = 6.127
- F_max (hartree/bohr) = 0.0303
- charge = -2

Mulliken analysis output, partial charges in e:
1. C -0.413
2. O -0.912
3. C -0.541
4. C -0.190
5. C -0.519
6. O -0.532
7. H 0.149
8. H 0.118
9. H 0.257
10. H 0.266
11. H 0.268
12. H 0.146
13. H 0.321
14. H 0.191
15. H 0.162
16. H 0.404
17. O -1.160
18. H 0.442
19. H 0.251
20. O -0.709

Entry 7:
ORCA calculation (the ωB97M-V functional and the def2-TZVPD basis) on 3 unconnected molecules or ions with the total composition C4H12O4 at a distorted geometry.

The geometry in XYZ format:
```
20
Properties=species:S:1:pos:R:3:forces:R:3
C -1.31140 0.36131 -1.58283 -0.74 0.65 1.31
C 0.16305 0.13999 -1.11813 -3.07 1.11 0.61
C 0.73607 1.48676 -0.71117 -0.40 -0.93 0.81
C 1.82184 1.28039 0.28425 3.68 2.29 2.51
O 2.36880 2.15237 0.98359 -2.17 -1.54 -2.15
O 2.34522 0.04781 0.55769 -0.78 -3.58 -2.54
H -1.87679 0.67680 -0.66087 0.52 0.11 -0.87
H -1.88313 -0.53928 -1.81487 0.49 -0.08 -0.53
H -1.46716 1.15533 -2.34583 0.33 -0.68 0.32
H 0.67453 -0.36226 -1.86594 1.39 -1.13 -1.26
H 0.03876 -0.43466 -0.18368 0.35 -0.20 -0.59
H 1.01634 2.18443 -1.52155 -0.25 -0.32 0.60
H -0.06746 1.84426 -0.04554 0.27 0.87 -0.57
H 2.15045 -0.77209 -0.12362 0.34 3.44 2.18
O 0.64577 -1.34999 2.74392 -0.78 -2.43 3.28
H 0.99716 -1.02468 1.97381 1.61 1.41 -2.85
H 1.25309 -2.07883 3.02642 -0.82 1.07 -0.37
O -2.83315 -1.42041 0.64132 1.21 -1.53 -0.94
H -2.24957 -2.15981 0.22791 -1.39 2.06 1.69
H -2.52243 -1.18744 1.53510 0.22 -0.60 -0.63
```
Positions in Å, forces in eV/Å.

Properties
- energy (eV) = -12531.5954
- energy relative to the best compared isomer or geometry (same formula, charge and spin) (eV) = 1.4966
- gap between HOMO and LUMO (eV) = 10.502
- F_max (hartree/bohr) = 0.0975
- charge = 0
- SMILES = CCCC(=O)O.O.O

Mulliken analysis output, partial charges in e:
1. C -1.297
2. C -0.392
3. C -0.093
4. C 0.450
5. O -0.599
6. O -0.562
7. H 0.336
8. H 0.334
9. H 0.308
10. H 0.409
11. H 0.130
12. H 0.357
13. H 0.226
14. H 0.387
15. O -0.643
16. H 0.368
17. H 0.290
18. O -0.647
19. H 0.315
20. H 0.321